No. 1
{"formula": "C31H22F3O5S", "method": "ωB97M-V with the def2-TZVPD basis set", "total_charge": -1, "smiles": "COc1ccc([C@H](C2=C([O-])c3ccccc3C2=O)[C@H](c2ccc(C(F)(F)F)cc2)S(=O)(=O)c2ccccc2)cc1", "homo_energy_ev": -4.2, "lumo_ev": 2.7, "elements": ["O", "H", "H", "H", "C", "C", "C", "H", "C", "C", "C", "H", "C", "O", "C", "H", "C", "C", "H", "O", "C", "S", "C", "C", "C", "C", "H", "H", "C", "O", "C", "C", "C", "H", "C", "C", "C", "C", "H", "H", "H", "C", "H", "F", "H", "F", "H", "C", "H", "C", "H", "H", "F", "H", "H", "C", "O", "C", "H", "C", "C", "C"], "positions_angstrom": [[1.112393, -1.590584, -3.316895], [-2.778809, 0.139157, -0.932459], [1.165949, 0.643333, -0.915088], [-0.787071, -1.123057, -0.309189], [-0.598063, 0.501821, -2.338704], [-2.659295, 2.075497, 2.407868], [3.755039, -0.232371, -2.496895], [5.685586, -2.423568, 0.090889], [-1.525738, 1.436253, 1.935140], [3.287869, -1.966561, 3.302642], [-3.881369, 2.006219, 1.699075], [3.269114, -2.795494, -0.281942], [0.380792, -0.748470, 1.457497], [-1.461050, -1.416678, 2.932306], [-0.320874, -0.156529, 0.175703], [-4.857162, 2.032591, 4.236376], [0.907977, -2.672733, 4.622093], [-1.504897, 0.783394, 0.679221], [5.645527, 0.699800, -2.908419], [2.634325, -0.075827, 1.011604], [2.165275, -3.084050, 5.146849], [1.290436, -1.495907, -1.862105], [-2.722156, 0.739080, -0.002047], [-3.335602, 2.049211, -5.357221], [-0.258959, -1.359951, 2.585458], [3.786857, -1.999622, -0.840973], [2.257728, -3.670653, 6.075667], [-6.240929, 3.048261, 3.727739], [-5.180835, 2.832810, 3.561444], [-5.091904, 2.426937, 2.174886], [0.302467, 0.008374, -1.114951], [-2.341502, 1.497000, -4.367981], [0.851652, -1.940137, 3.416979], [4.354683, -3.068962, 4.871978], [-1.646579, 2.367603, -3.535444], [-1.239724, -0.362550, -3.250004], [-0.751186, 1.873409, -2.545334], [5.122709, -0.042655, -2.319352], [6.893275, -0.628789, -1.212218], [-0.172729, 2.574283, -1.932967], [-4.595179, 3.741594, 3.753892], [5.826804, -0.794865, -1.389774], [-2.598212, -0.568040, -4.894290], [-3.118096, 1.611679, -6.626768], [-2.654468, 2.610422, 3.393315], [-3.317093, 3.410432, -5.403385], [-0.654812, 1.458046, 2.586457], [-2.110100, 0.136646, -4.237118], [4.196349, -1.659702, 2.767882], [2.048224, -1.581589, 2.789149], [-4.775565, 1.364277, -0.175811], [-1.075323, -1.438701, -3.264655], [-4.620548, 1.704835, -5.044577], [0.014999, -2.955007, 5.189516], [-1.772754, 3.428454, -3.617893], [1.767548, -0.722324, 1.613668], [0.939094, -2.628777, -1.035393], [-3.835086, 1.370488, 0.432724], [3.198696, 0.339503, -3.221143], [5.165191, -1.795160, -0.647541], [3.086194, -1.177799, -1.709754], [3.370918, -2.734296, 4.470274]], "forces_ev_per_a": [[0.181, 0.267, 1.225], [-0.009, 0.567, 0.610], [0.301, 0.732, -1.013], [-1.008, 0.856, 2.165], [0.645, -0.075, 0.736], [-1.595, 0.612, 0.735], [-0.319, -0.346, 0.543], [-0.153, 0.429, -0.483], [0.766, -0.121, -1.030], [0.128, 0.195, -0.400], [1.509, -0.627, -0.291], [0.179, 0.626, -0.279], [-0.488, 1.161, -2.202], [1.363, -0.018, -0.610], [-3.890, -4.122, 2.997], [0.031, 0.062, -0.172], [0.321, -0.033, -0.111], [0.417, -0.727, 0.083], [-0.058, 0.027, -0.030], [0.249, -0.014, -0.457], [0.741, 0.505, -0.867], [0.237, -0.033, -0.155], [1.260, -0.680, -1.281], [-0.321, 0.196, -0.087], [-1.699, -0.038, 0.030], [0.480, -0.192, 0.602], [-0.349, 0.345, -0.534], [0.249, -0.059, -0.054], [0.029, -0.110, -0.838], [0.015, 0.397, 0.578], [3.100, 2.332, -3.639], [0.246, 0.525, 0.428], [1.343, -0.533, 1.105], [-0.888, 0.335, -0.361], [0.925, -0.641, 0.915], [-0.732, 0.269, -0.224], [-0.611, 0.170, -0.569], [-0.189, -0.044, -0.040], [-0.367, 0.014, -0.177], [-0.422, -0.234, -0.163], [-0.069, -0.181, -0.067], [-0.162, -0.865, 0.837], [-0.045, -0.040, -0.075], [-0.120, 0.139, 0.577], [0.218, -0.750, -0.998], [0.025, -0.712, -0.054], [0.036, -0.151, -0.346], [0.509, -0.406, 0.595], [-0.370, -0.067, 0.222], [1.069, -0.869, 1.578], [0.895, -0.181, 0.678], [-0.154, 0.410, 0.360], [0.690, 0.071, -0.220], [0.142, 0.230, -0.442], [-0.070, 0.316, -0.100], [-0.219, 0.190, 0.249], [0.199, -0.020, -0.316], [-2.777, 1.078, 0.762], [-0.053, 0.148, -0.111], [-0.311, 0.185, -0.482], [-0.163, -0.116, 0.065], [-0.891, -0.384, 0.606]]}

No. 2
{"formula": "C2H2Cl6F2V", "method": "ωB97M-V with the def2-TZVPD basis set", "total_charge": 0, "homo_energy_ev": [-8.9, -11.5], "multiplicity": 4, "lumo_ev": [-0.1, -0.3], "elements": ["Cl", "H", "C", "Cl", "Cl", "H", "Cl", "C", "V", "Cl", "F", "Cl", "F"], "positions_angstrom": [[-2.508411, -2.401832, -1.290295], [2.292442, 2.603278, 1.602004], [1.606871, 1.977028, 1.048253], [2.413597, 0.431073, 0.822913], [-0.749307, -0.102339, -1.082448], [-2.419620, -0.792032, 0.386482], [1.319195, 2.797711, -0.502985], [-2.348488, -0.778576, -0.695364], [1.276035, -1.650171, -0.369915], [0.101265, 1.829528, 1.978565], [2.542085, -2.179685, -1.818449], [-3.592028, 0.285748, -1.306294], [0.066364, -2.019731, 1.227536]], "forces_ev_per_a": [[0.020, -0.274, -0.174], [0.045, -0.102, 0.116], [-0.847, 0.697, -0.148], [0.375, -0.493, -0.048], [0.255, 0.286, -0.359], [0.144, -0.094, -0.023], [0.056, -0.294, 0.275], [-0.118, -0.045, 0.660], [-0.176, -0.783, -0.052], [0.490, -0.070, -0.265], [-1.245, 0.636, 1.687], [-0.125, 0.137, -0.157], [1.125, 0.398, -1.513]]}

No. 3
{"formula": "C4H14N3O", "method": "ωB97M-V with the def2-TZVPD basis set", "total_charge": 1, "homo_energy_ev": -14.1, "lumo_ev": -2.8, "elements": ["C", "H", "H", "H", "H", "N", "O", "C", "H", "H", "H", "H", "H", "C", "C", "N", "H", "H", "N", "H", "H", "H"], "positions_angstrom": [[1.243458, 0.224372, 0.268584], [-1.061502, 1.477062, -0.441813], [0.950811, -1.438268, -0.816931], [-0.890790, 3.140918, 1.473503], [-1.868999, 0.432712, 0.619871], [0.020479, 0.024838, 0.767596], [-0.892822, -1.996631, -0.658238], [-0.978063, 1.085218, 0.530045], [-2.210729, -2.500915, -2.267993], [2.559151, -0.820580, -0.990335], [-1.891395, 1.822208, 2.258188], [-0.424772, -0.976229, 0.727641], [1.453428, 2.163793, 0.526041], [-0.992258, 2.084591, 1.707585], [-1.573545, -1.675135, -1.888947], [1.941619, 1.356725, 0.172180], [-0.664961, -2.927387, -0.554064], [-0.811036, -1.350616, -2.602041], [1.691961, -0.845702, -0.487767], [2.779702, 1.400537, -0.369071], [-0.286959, 1.879182, 2.507907], [-2.218007, -0.864854, -1.514631]], "forces_ev_per_a": [[0.497, -2.937, -3.406], [0.765, 0.645, -1.383], [-0.061, -0.363, 0.006], [-0.449, -0.013, -0.198], [-0.075, 0.901, -0.080], [-0.063, -0.186, -0.170], [0.296, -1.090, 0.196], [-1.056, -1.614, 3.252], [0.580, 0.482, 0.227], [0.178, 0.022, 0.075], [-0.503, 0.928, -0.075], [1.705, 2.503, -0.365], [0.695, 0.444, 0.089], [-0.468, -0.407, 0.309], [-0.492, 0.055, 0.819], [-1.894, -0.248, 1.383], [-0.316, -0.146, -0.337], [-0.497, 0.025, -0.210], [0.190, 1.131, 1.509], [0.128, 0.240, -0.179], [0.770, -0.298, -0.430], [0.070, -0.074, -1.031]]}

No. 4
{"formula": "C18H30F16N3O4Si", "method": "ωB97M-V with the def2-TZVPD basis set", "total_charge": 1, "homo_energy_ev": -12.8, "lumo_ev": -4.0, "elements": ["H", "C", "H", "H", "C", "C", "H", "O", "C", "H", "Si", "H", "H", "H", "C", "F", "F", "F", "C", "H", "F", "H", "H", "H", "C", "H", "H", "F", "C", "H", "C", "H", "F", "F", "H", "F", "N", "H", "N", "H", "F", "O", "F", "H", "H", "F", "H", "F", "H", "C", "C", "C", "F", "F", "C", "C", "H", "H", "H", "H", "O", "F", "C", "H", "C", "O", "N", "C", "H", "F", "H", "C"], "positions_angstrom": [[-3.116897, -3.636533, -1.889982], [-0.489285, 5.315923, -1.216986], [-0.182680, -1.741679, 0.645544], [3.049855, -1.433896, 4.616237], [-3.405215, 8.403294, -1.556081], [0.387549, -4.658013, -0.319267], [0.516775, -5.719668, -0.143213], [-3.850484, 6.064887, -2.012018], [-3.005442, 4.938744, -1.881446], [5.265070, -6.087783, 1.773317], [0.286692, 0.354485, -0.681729], [-0.478870, 4.488822, -0.499513], [-5.158365, -2.196719, -1.539416], [2.420822, 1.157096, 0.245863], [-3.925259, 7.049055, -1.051835], [3.522792, -0.875887, 2.231943], [0.727514, 5.393927, -1.805330], [-2.154523, 8.295171, -2.039245], [-0.839769, -4.388084, -1.173035], [1.657712, 2.458945, -0.721065], [3.328972, -2.978054, 1.703800], [-4.149114, 0.424721, -0.056028], [1.288580, -4.261449, -0.774163], [-3.220773, -1.562622, 1.104323], [-3.098074, 0.254444, 0.169480], [1.113367, -1.052688, -2.557222], [2.471755, 1.092223, -1.487653], [1.552651, -2.276264, 3.581096], [0.392832, -0.831300, 0.759922], [-0.583239, -3.848270, -2.080005], [3.729307, -2.136137, 2.685175], [-3.435578, 4.223429, -2.581587], [7.158426, -5.129212, 3.113428], [5.126100, -6.822809, 3.619112], [5.695108, -3.492158, 1.411524], [-1.414434, 5.930905, -3.315045], [-2.827883, -1.207836, 0.233367], [-4.183025, -1.335297, -2.579708], [-4.415003, -1.507487, -1.606043], [-4.062650, 8.780618, -2.342335], [3.117003, -3.421107, 4.592208], [-1.007664, 1.415735, -0.449481], [-3.323702, 6.671605, 0.094481], [6.879081, -2.926656, 2.563191], [1.431202, -1.122397, 0.903295], [3.679911, -5.407709, 2.785704], [-2.917882, 0.675518, 1.153046], [-3.395864, 9.267857, -0.518412], [-3.090608, 4.496076, -0.887152], [0.204341, -0.496939, -2.350678], [1.848044, 1.393244, -0.646964], [4.981341, -5.774330, 2.782290], [-1.195668, 3.814638, -2.801041], [-5.234566, 7.230390, -0.782005], [-3.301176, -1.924349, -0.834552], [-1.532648, 5.046137, -2.307805], [-2.299020, 0.469927, -1.814089], [0.098183, -0.295944, 1.660445], [-1.302066, -5.336903, -1.442616], [-2.863794, 1.932354, -1.051320], [5.062504, -2.249614, 2.956040], [5.696475, -4.397731, 4.569282], [-2.296526, 1.021488, -0.865089], [-0.672315, -1.141214, -2.430728], [5.895939, -4.639619, 3.257659], [-1.775451, -3.626615, -0.366932], [-2.752656, -3.067410, -1.129919], [2.861794, -2.274249, 3.944919], [0.281272, -4.188577, 0.655019], [-0.723470, 6.470054, -0.568217], [0.084918, 0.256991, -3.128684], [5.867750, -3.317492, 2.473925]], "forces_ev_per_a": [[-0.052, -0.040, 0.081], [0.181, -0.172, 0.020], [-0.256, -0.078, 0.133], [0.004, 0.018, -0.055], [-0.040, 0.173, -0.042], [-0.026, 0.069, 0.202], [0.042, -0.114, -0.040], [0.507, 0.410, -0.131], [-0.460, -0.447, 0.176], [-0.033, 0.029, 0.007], [0.986, 0.484, 0.438], [-0.029, 0.021, -0.005], [-0.070, 0.144, -0.069], [0.029, 0.225, 0.207], [-0.050, -0.427, 0.030], [-0.062, 0.041, -0.101], [-0.058, 0.005, 0.043], [0.044, -0.075, 0.073], [0.475, -0.569, -0.080], [0.060, 0.149, 0.045], [-0.007, 0.071, 0.125], [-0.152, -0.052, -0.010], [0.064, 0.043, -0.067], [0.773, -0.443, 0.111], [-0.455, 0.113, 0.029], [0.069, -0.177, 0.053], [0.077, 0.115, -0.151], [0.083, 0.045, -0.064], [0.093, 0.042, -0.382], [-0.126, 0.316, -0.022], [0.415, -0.067, -0.205], [0.035, 0.002, -0.049], [0.048, -0.014, -0.115], [-0.045, 0.061, -0.032], [-0.141, -0.140, 0.035], [0.072, -0.036, 0.076], [-0.791, 0.542, -0.454], [-0.127, 0.063, 0.015], [0.719, -0.118, -0.101], [-0.008, -0.021, 0.025], [0.015, -0.088, -0.095], [-0.151, -0.879, -0.513], [-0.036, 0.084, -0.138], [0.020, -0.012, 0.046], [0.126, -0.011, -0.051], [0.031, 0.069, 0.023], [0.215, -0.124, 0.140], [-0.002, -0.036, -0.043], [0.182, 0.110, 0.079], [-0.727, 0.370, 0.195], [-0.337, -0.441, -0.128], [0.139, -0.227, -0.037], [-0.067, -0.189, 0.022], [-0.035, -0.025, 0.092], [-0.100, -0.065, 0.234], [-0.183, 0.511, -0.135], [0.195, -0.014, -0.075], [-0.138, -0.069, 0.165], [-0.306, 0.042, -0.096], [-0.044, 0.111, -0.088], [-0.331, -0.382, 0.402], [-0.020, -0.059, -0.080], [-0.025, 0.324, 0.223], [0.061, -0.339, -0.076], [-0.255, 0.326, 0.359], [-0.192, 0.454, 0.072], [-0.023, -0.194, 0.071], [-0.136, 0.044, 0.225], [-0.026, 0.107, 0.092], [-0.047, 0.027, -0.078], [0.119, 0.104, -0.102], [0.289, 0.279, -0.453]]}